Below is a cluster of 12 separate species, C34H62Br10O21 in total in a non-equilibrium geometry, with properties calculated with ωB97M-V/def2-TZVPD.

Cartesian coordinates (Å):
1 Br -5.520 -4.443 -3.296
2 Br -0.995 -3.777 -3.307
3 Br -8.412 -1.000 -1.488
4 Br -5.930 -1.656 4.963
5 Br -0.199 3.409 1.604
6 Br 2.884 -5.127 0.352
7 Br -4.817 -1.674 -1.401
8 Br 2.858 3.004 3.555
9 Br -0.145 -3.787 3.821
10 Br -4.320 -4.206 1.346
11 O -0.391 -1.491 -0.011
12 O 4.261 -1.359 5.283
13 O 6.131 2.176 -1.713
14 O 5.923 3.823 -0.231
15 O -3.834 0.027 -4.262
16 O -4.610 1.720 2.296
17 O -6.810 2.075 2.217
18 O 2.311 3.691 -1.391
19 O 1.809 -2.770 -4.911
20 O 3.355 -3.706 -3.513
21 O -5.638 1.389 -4.595
22 O 3.544 -1.554 -3.963
23 O 5.183 -3.351 4.844
24 O -0.453 0.045 1.758
25 O -3.716 2.164 -3.728
26 O 5.079 1.707 0.256
27 O 0.173 4.334 -1.747
28 O 1.327 -0.119 0.258
29 O 4.401 -2.182 3.033
30 O 0.893 2.341 -2.387
31 O -5.421 3.525 1.147
32 C 1.727 1.233 -2.599
33 C 4.278 -1.130 -1.595
34 C 4.571 -2.307 4.268
35 C -3.668 -4.371 -4.014
36 C 0.026 3.733 3.589
37 C -2.519 0.082 -3.671
38 C -2.508 1.865 -1.710
39 C 3.733 -0.077 4.910
40 C -7.226 -0.426 -0.011
41 C 2.146 -4.739 2.232
42 C 6.057 -4.129 4.090
43 C -4.575 -2.752 2.629
44 C 0.233 5.565 -1.014
45 C 1.243 3.500 -1.775
46 C -2.729 -4.427 -2.817
47 C -1.735 -2.005 0.080
48 C -2.483 1.654 -3.262
49 C 6.414 3.344 -3.665
50 C -7.974 2.987 2.134
51 C 4.499 -1.850 -2.895
52 C 0.813 -3.829 2.141
53 C -5.747 -0.161 -0.409
54 C -3.252 1.882 1.829
55 C -5.532 -3.178 3.679
56 C 6.437 4.379 -1.337
57 C 5.594 2.517 -0.531
58 C 0.108 -0.484 0.772
59 C -5.603 2.528 1.805
60 C -4.467 1.225 -4.235
61 C 2.789 -2.681 -4.196
62 C 2.066 0.913 0.932
63 C 1.022 2.755 4.244
64 C 6.848 3.281 -2.269
65 C 4.433 -3.426 -2.790
66 H 1.800 1.896 0.543
67 H -2.736 2.922 -1.573
68 H -7.096 -1.391 0.478
69 H 3.107 0.591 0.908
70 H 6.398 -5.097 4.457
71 H -3.219 1.221 -1.192
72 H 7.140 3.821 -4.323
73 H 4.431 0.448 4.258
74 H -5.073 0.191 0.372
75 H -3.641 -2.435 3.093
76 H -1.840 -0.104 -4.503
77 H -2.145 -1.971 1.090
78 H -3.144 -3.874 -1.975
79 H 5.659 5.042 -1.714
80 H -0.954 3.768 4.066
81 H -3.510 -3.507 -4.659
82 H 1.849 0.961 1.999
83 H 1.131 0.398 -2.967
84 H 5.934 2.533 -4.212
85 H -2.333 -0.633 -2.869
86 H 5.650 4.120 -3.721
87 H 7.294 5.044 -1.233
88 H -5.698 0.718 -1.053
89 H 2.362 1.701 -3.351
90 H -6.469 -3.430 3.182
91 H 1.039 -2.814 1.813
92 H -5.054 -3.970 4.255
93 H -1.752 -2.980 -0.407
94 H -1.512 1.580 -1.368
95 H 0.238 -4.395 1.408
96 H -0.774 5.812 -0.677
97 H -8.869 2.422 2.397
98 H -7.970 3.799 2.861
99 H -2.532 1.143 2.178
100 H -3.487 -5.290 -4.572
101 H 0.611 6.297 -1.728
102 H 5.101 -1.481 -0.971
103 H -1.561 2.125 -3.602
104 H 0.430 4.745 3.611
105 H 2.272 0.947 -1.700
106 H -2.244 -1.296 -0.573
107 H 4.358 -3.520 -1.707
108 H -7.897 0.102 0.667
109 H 1.944 -5.752 2.579
110 H 7.911 3.107 -2.102
111 H 6.862 -3.497 3.715
112 H 3.421 -1.561 -1.079
113 H 5.488 -4.378 3.194
114 H -3.359 1.787 0.748
115 H -2.590 -5.488 -2.610
116 H -2.826 2.832 2.152
117 H -5.004 -1.871 2.150
118 H 2.954 -4.292 2.811
119 H 5.463 -1.551 -3.307
120 H 0.629 1.779 3.957
121 H 2.832 -0.323 4.348
122 H 5.237 -3.980 -3.275
123 H 4.478 -0.065 -1.718
124 H 3.512 0.611 5.726
125 H -8.015 3.485 1.165
126 H 1.013 2.873 5.327
127 H 0.815 5.427 -0.102

Values from the calculation:
Frontier orbital gap (spin up / spin down)   0.0597 / 0.2614 Eh
Energy   -28652.787335 a.u.
Multiplicity   2
Total charge   -1
LUMO level (spin up / spin down)   1.56 / 1.55 eV

Below is a cluster of 6 separate species, C25H44NO22S5 in total in a non-equilibrium geometry, with properties calculated with ωB97M-V/def2-TZVPD.

Cartesian coordinates (Å):
1 S -3.104 -1.074 -0.162
2 S 1.642 5.403 -2.177
3 S -2.876 2.935 0.408
4 S -5.655 -6.243 -3.398
5 S -2.515 9.318 0.612
6 O -3.444 4.429 0.429
7 O -1.860 -0.393 -0.269
8 O -4.742 -5.876 -4.662
9 O 5.202 0.317 2.470
10 O 2.745 4.252 -2.020
11 O 1.485 5.747 -0.620
12 O -4.952 -7.183 -2.601
13 O -1.932 2.779 1.465
14 O -6.983 -6.481 -3.834
15 O 2.219 6.518 -2.828
16 O -2.837 8.223 -0.235
17 O -5.608 -4.809 -2.687
18 O -4.125 -0.145 0.611
19 O -2.072 3.028 -0.963
20 O -1.008 9.125 1.118
21 O -2.967 -2.225 0.950
22 O -2.709 10.657 0.201
23 O 0.439 4.804 -2.638
24 O 4.356 -1.778 2.406
25 O -3.747 -1.638 -1.296
26 O -3.233 9.110 2.026
27 O -3.968 2.039 0.269
28 N 4.965 -3.741 1.380
29 C -2.731 5.228 -0.536
30 C -0.058 -3.968 1.798
31 C -4.618 -4.451 -4.768
32 C 4.059 -5.605 0.268
33 C 2.980 -3.835 -1.850
34 C 3.318 4.311 -0.708
35 C -3.610 -1.805 2.163
36 C 4.935 -5.848 2.483
37 C 0.377 -2.920 -0.496
38 C 2.181 4.781 0.176
39 C 4.091 -3.360 -0.901
40 C -4.709 -0.873 1.701
41 C 1.344 -1.965 -1.228
42 C -0.966 9.093 2.551
43 C -4.646 -3.965 -3.335
44 C 4.377 -4.255 0.272
45 C 2.857 0.093 2.004
46 C 0.539 -2.778 1.022
47 C 5.313 -2.317 1.514
48 C 2.150 -2.641 -2.346
49 C -2.311 8.528 2.957
50 C 5.241 -4.513 2.452
51 C 4.247 -0.384 2.307
52 C 4.324 -6.408 1.364
53 C -2.392 4.258 -1.642
54 H 3.698 3.335 -0.418
55 H 2.721 0.130 0.921
56 H -5.471 -4.074 -5.336
57 H 5.008 -3.122 -1.448
58 H -0.654 -2.648 -0.728
59 H 6.293 -2.285 1.993
60 H 4.138 5.031 -0.724
61 H -3.341 6.056 -0.873
62 H -3.698 -4.189 -5.283
63 H 0.488 -3.959 -0.817
64 H -0.834 10.114 2.914
65 H -0.136 8.479 2.889
66 H 2.852 -1.920 -2.776
67 H -2.589 8.788 3.974
68 H 5.716 -4.042 3.302
69 H -4.941 -2.924 -3.250
70 H -1.551 4.596 -2.237
71 H 5.158 -6.403 3.382
72 H 3.598 -6.064 -0.594
73 H 1.491 3.966 0.410
74 H 0.210 -4.915 1.327
75 H 1.460 -2.956 -3.129
76 H 0.363 -3.976 2.807
77 H -1.830 5.616 -0.057
78 H -5.033 -0.186 2.477
79 H -3.991 -2.667 2.705
80 H 2.529 5.237 1.099
81 H -5.570 -1.427 1.322
82 H 4.070 -7.460 1.382
83 H 3.756 -2.406 -0.486
84 H 5.340 -1.803 0.560
85 H 2.356 -4.629 -1.446
86 H 3.463 -4.247 -2.742
87 H 0.782 -1.142 -1.673
88 H 0.013 -1.875 1.344
89 H 2.674 1.050 2.480
90 H 1.597 -2.692 1.300
91 H -2.876 -1.282 2.780
92 H 1.996 -1.506 -0.479
93 H -3.681 -4.108 -2.845
94 H -3.250 4.075 -2.292
95 H 2.151 -0.651 2.373
96 H -2.343 7.442 2.838
97 H -1.138 -3.853 1.874

Values from the calculation:
Frontier orbital gap   0.2966 Eh
Energy   -4679.617399 a.u.
Total charge   +1
LUMO level   -4.27 eV

Below is a cluster of 6 separate species, C26H27Cl2NO17 in total in a non-equilibrium geometry, with properties calculated with ωB97M-V/def2-TZVPD.

Cartesian coordinates (Å):
1 Cl -3.305 -0.737 6.318
2 Cl -3.970 2.979 4.292
3 O 5.894 -0.962 -1.591
4 O 2.088 -1.219 -6.396
5 O 10.338 -1.548 -1.030
6 O -3.536 3.972 -0.911
7 O 0.551 -2.844 -6.126
8 O 12.112 -2.181 0.207
9 O -1.501 4.563 -1.658
10 O -8.107 -2.342 4.761
11 O 10.025 -2.807 0.780
12 O -6.644 -0.789 4.034
13 O -4.141 1.809 1.484
14 O -0.256 0.524 -0.415
15 O -3.357 5.086 -2.829
16 O -6.670 -2.805 3.087
17 O 3.805 -1.589 -1.039
18 O 2.426 -3.219 -7.318
19 O 4.133 -0.323 -2.837
20 N -2.284 1.402 0.228
21 C 0.099 0.080 3.976
22 C 4.722 -0.958 -1.801
23 C 0.195 0.128 2.593
24 C -4.874 4.328 -1.278
25 C 8.965 -1.960 -1.070
26 C 10.943 -2.178 0.004
27 C -2.991 1.492 1.448
28 C -3.353 1.426 4.714
29 C -3.893 0.807 5.763
30 C -5.013 1.387 6.564
31 C -2.681 4.551 -1.792
32 C -1.031 0.821 0.439
33 C 2.498 -1.174 -1.471
34 C -7.229 -2.012 4.035
35 C -4.721 4.651 -2.750
36 C 2.759 -0.735 -2.894
37 C 8.719 -2.394 0.357
38 C -2.064 1.024 2.536
39 C 3.445 -2.365 -7.849
40 C 1.583 -2.467 -6.573
41 C -0.901 0.613 1.900
42 C -5.807 -1.999 2.275
43 C 3.442 -1.212 -6.866
44 C -2.182 0.963 3.933
45 C -1.055 0.494 4.627
46 C -5.480 -0.849 3.201
47 H -4.719 2.378 6.895
48 H 4.395 -2.892 -7.892
49 H -5.873 1.508 5.913
50 H 8.387 -1.570 0.991
51 H -1.067 0.462 5.702
52 H -5.250 0.766 7.415
53 H 8.325 -1.142 -1.384
54 H 8.868 -2.785 -1.779
55 H 2.125 0.088 -3.211
56 H 3.677 -0.255 -7.322
57 H -5.552 3.502 -1.081
58 H -4.603 -0.996 3.831
59 H -2.302 2.256 -0.318
60 H -5.178 5.193 -0.687
61 H 2.669 -1.553 -3.611
62 H -5.352 0.083 2.665
63 H 0.954 -0.273 4.532
64 H -4.934 -2.570 1.969
65 H 2.158 -0.355 -0.838
66 H -5.388 5.439 -3.090
67 H 3.157 -2.057 -8.856
68 H 8.015 -3.217 0.442
69 H 1.089 -0.164 2.066
70 H -4.845 3.774 -3.386
71 H 1.793 -1.997 -1.396
72 H 4.110 -1.382 -6.019
73 H -6.354 -1.676 1.388

Values from the calculation:
Frontier orbital gap   0.3155 Eh
Energy   -3261.260926 a.u.
SMILES string   C/C(Cl)=C(\Cl)c1cccc2c1C(=O)NC2=O.O=C1OCCO1.O=C1OCCO1.O=C1OCCO1.O=C1OCCO1.O=C1OCCO1
LUMO level   -0.89 eV

Below is a cluster of 2 separate species, C3H3BrS in total in a non-equilibrium geometry, with properties calculated with ωB97M-V/def2-TZVPD.

Cartesian coordinates (Å):
1 Br 3.051 -0.604 0.400
2 S 2.658 -1.847 -1.222
3 C 0.254 -0.879 -1.115
4 C -0.390 -0.187 -0.380
5 C -1.237 0.664 0.408
6 H -0.580 1.028 1.272
7 H -2.153 0.166 0.803
8 H -1.602 1.659 -0.166

Values from the calculation:
Frontier orbital gap (spin up / spin down)   0.2519 / 0.2510 Eh
Energy   -3088.098774 a.u.
LUMO level (spin up / spin down)   -2.68 / -2.69 eV
Energy relative to the best compared isomer or geometry (same formula, charge and spin)   4.083 eV

Below is a structure of composition C29H42Cl2MnN4O2PS in a non-equilibrium geometry, with properties calculated with ωB97M-V/def2-TZVPD.

Cartesian coordinates (Å):
1 Mn -1.408 -0.730 0.219
2 Cl -2.908 -2.485 0.574
3 Cl -2.425 -4.967 -0.908
4 S -2.609 -0.493 -2.141
5 P -0.695 -0.543 2.659
6 O -0.082 -1.968 -0.342
7 O -2.760 0.919 0.515
8 N -1.131 1.152 -3.673
9 N 0.972 0.758 -0.473
10 N -0.225 0.761 -0.136
11 N -0.359 -0.997 -3.487
12 C -0.594 4.439 0.547
13 C -1.941 4.479 0.878
14 C 1.663 -0.393 -0.716
15 C -0.321 -2.643 4.667
16 C -2.695 3.314 0.872
17 C -2.047 -4.066 0.542
18 C -0.743 2.065 0.190
19 C 5.002 1.208 -1.429
20 C 3.862 -1.321 -1.366
21 C 0.000 3.232 0.207
22 C 1.035 0.054 2.681
23 C -4.186 0.935 0.649
24 C 3.069 -0.201 -1.071
25 C -0.476 1.360 -4.967
26 C 1.795 0.091 4.006
27 C 1.051 -0.645 -3.690
28 C -1.287 -0.079 -3.151
29 C -0.641 -2.296 3.212
30 C -1.531 1.808 3.968
31 C 3.273 -2.628 -1.301
32 C -2.089 2.116 0.533
33 C 1.989 -2.818 -0.959
34 C -1.497 0.283 4.074
35 C 3.673 1.073 -1.113
36 C 5.789 0.085 -1.734
37 C 5.220 -1.159 -1.705
38 C 1.134 -1.705 -0.639
39 C -0.616 -2.429 -3.329
40 C -1.915 2.298 -3.222
41 H -0.960 -0.025 4.972
42 H 1.562 -3.813 -0.912
43 H -2.511 -0.120 4.151
44 H 1.272 0.678 4.764
45 H -2.411 5.414 1.155
46 H 3.075 1.943 -0.885
47 H -1.337 3.201 -3.418
48 H 1.234 0.385 -3.392
49 H -3.740 3.352 1.143
50 H -0.311 0.410 -5.466
51 H -1.031 -2.186 5.358
52 H -0.388 -3.723 4.805
53 H 0.994 1.060 2.253
54 H -1.946 2.241 4.878
55 H -2.143 2.140 3.129
56 H 6.834 0.204 -1.986
57 H -2.372 -4.621 1.410
58 H -0.992 -3.834 0.552
59 H 3.895 -3.487 -1.534
60 H 5.451 2.194 -1.437
61 H 0.682 -2.343 4.963
62 H 1.368 -0.786 -4.725
63 H 5.808 -2.040 -1.940
64 H -0.004 5.346 0.553
65 H 0.051 -2.960 -4.007
66 H -1.630 -2.691 2.970
67 H 1.568 -0.555 1.945
68 H -4.470 1.139 1.680
69 H 1.970 -0.905 4.407
70 H -0.530 2.226 3.830
71 H -2.116 2.225 -2.166
72 H -4.618 1.674 -0.020
73 H -0.434 -2.760 -2.306
74 H 0.063 -2.787 2.532
75 H 0.474 1.888 -4.867
76 H 1.659 -1.291 -3.054
77 H -1.138 1.961 -5.591
78 H -2.865 2.357 -3.757
79 H 1.049 3.179 -0.049
80 H -4.532 -0.051 0.354
81 H 2.771 0.554 3.852
82 H -1.645 -2.656 -3.586

Values from the calculation:
Frontier orbital gap (spin up / spin down)   0.2557 / 0.2589 Eh
Energy   -4310.482072 a.u.
Multiplicity   2
Total charge   +1
LUMO level (spin up / spin down)   -3.11 / -3.11 eV
Energy relative to the best compared isomer or geometry (same formula, charge and spin)   0.381 eV

Below is a structure of composition C11H9BrClPt in a non-equilibrium geometry, with properties calculated with ωB97M-V/def2-TZVPD.

Cartesian coordinates (Å):
1 Pt 1.677 1.889 -0.185
2 Br 0.767 1.011 2.287
3 Cl 2.662 2.496 -2.162
4 C 0.366 0.311 -0.759
5 C -1.196 -0.988 2.413
6 C -0.613 -1.016 -2.586
7 C -0.429 -0.476 0.129
8 C -1.375 -1.758 -1.725
9 C -2.105 -2.235 0.575
10 C 2.893 3.319 0.706
11 C -1.307 -1.499 -0.340
12 C 0.230 0.004 -2.105
13 C -2.061 -1.987 1.915
14 C -0.422 -0.286 1.538
15 H 2.667 3.408 1.774
16 H 2.775 4.299 0.235
17 H -0.659 -1.212 -3.653
18 H 3.944 3.028 0.593
19 H -2.037 -2.541 -2.080
20 H -2.680 -2.547 2.604
21 H -2.761 -3.004 0.181
22 H -1.146 -0.783 3.474
23 H 0.808 0.568 -2.829

Values from the calculation:
Frontier orbital gap   0.2592 Eh
Energy   -3578.146489 a.u.
Total charge   -1
LUMO level   2.93 eV
Energy relative to the best compared isomer or geometry (same formula, charge and spin)   0.379 eV